The following is a DFT calculation (the ωB97M-V functional and the def2-TZVPD basis) of one molecule with the formula C3H5NOS2.

Calculated values
SMILES string: CS/N=C\C(=O)S
Frontier orbital gap, eV: 8.24
Calculated total energy, eV: -28396.463
E_HOMO, eV: -9.006
Lowest unoccupied orbital energy, eV: -0.8
ΔE to the lowest compared entry with this formula, charge and spin, kJ/mol: 363.49

```
! wB97M-V def2-TZVPD RIJCOSX def2/J DEFGRID3
* xyz 0 1
C -3.47 -0.04 0.23
S -1.75 -0.42 -0.12
N -1.02 1.11 -0.01
C 0.19 1.11 -0.19
C 1.21 0.03 -0.16
O 0.86 -1.20 0.02
S 3.01 0.09 0.14
H -3.49 0.52 1.15
H -4.10 0.56 -0.73
H -3.74 -1.25 0.38
H 0.64 2.12 0.07
H 3.31 -1.26 -0.57
*
```

The following is a DFT calculation (the ωB97M-V functional and the def2-TZVPD basis) of one molecule with the formula C3H5NOS2.

Calculated values
SMILES string: CC(=S)N(O)C=S
Frontier orbital gap, eV: 8.19
Calculated total energy, eV: -28397.029
E_HOMO, eV: -9.100
Lowest unoccupied orbital energy, eV: -0.9
ΔE to the lowest compared entry with this formula, charge and spin, kJ/mol: 308.86

```
! wB97M-V def2-TZVPD RIJCOSX def2/J DEFGRID3
* xyz 0 1
C 0.04 -1.64 0.10
C -0.80 -0.31 0.01
S -2.53 -0.19 -0.10
N -0.14 0.86 0.16
O -0.78 2.11 0.16
C 1.29 0.99 -0.14
S 2.46 -0.07 -0.04
H -0.68 -2.50 0.10
H 0.44 -1.52 1.16
H 0.84 -1.70 -0.71
H -1.68 1.85 -0.30
H 1.55 2.11 -0.39
*
```

The following is a DFT calculation (the ωB97M-V functional and the def2-TZVPD basis) of one molecule with the formula C3H5NOS2.

Calculated values
SMILES string: CSNC(=S)C=O
Frontier orbital gap, eV: 7.99
Calculated total energy, eV: -28398.827
E_HOMO, eV: -8.907
Lowest unoccupied orbital energy, eV: -0.9
ΔE to the lowest compared entry with this formula, charge and spin, kJ/mol: 135.38

```
! wB97M-V def2-TZVPD RIJCOSX def2/J DEFGRID3
* xyz 0 1
C 0.03 1.88 0.82
S 1.12 1.02 -0.29
N -0.03 0.08 -1.09
C -0.32 -1.22 -0.81
S -1.57 -2.04 -1.52
C 0.45 -1.91 0.30
O 1.27 -1.42 1.02
H -0.28 1.16 1.56
H 0.56 2.65 1.35
H -0.85 2.35 0.29
H -0.53 0.44 -1.93
H 0.17 -2.99 0.29
*
```

The following is a DFT calculation (the ωB97M-V functional and the def2-TZVPD basis) of one molecule with the formula C3H5NS.

Calculated values
SMILES string: S=C[C@H]1CN1
Frontier orbital gap, eV: 8.63
Calculated total energy, eV: -15515.220
E_HOMO, eV: -8.928
Lowest unoccupied orbital energy, eV: -0.3
ΔE to the lowest compared entry with this formula, charge and spin, kJ/mol: 159.44

```
! wB97M-V def2-TZVPD RIJCOSX def2/J DEFGRID3
* xyz 0 1
S 2.85 -0.05 -0.16
C 1.29 0.30 0.16
C 0.12 -0.26 -0.57
C -1.04 -0.51 0.28
N -0.99 0.66 -0.54
H 0.88 0.98 0.87
H 0.32 -0.96 -1.36
H -1.72 -1.29 -0.08
H -0.98 -0.31 1.33
H -0.73 1.43 0.06
*
```

What is the lowest unoccupied orbital energy in the second record?
-0.9 eV

What is the frontier orbital gap in the fourth record?
8.63 eV

Among the records above, which one has the lowest frontier orbital gap?
number 3

Number 3 is which compound?
C3H5NOS2